Entry 1:
Computed, not measured: the molecule C8H15N3O3, with ωB97M-V/def2-TZVPD.

Properties
Total charge   0
HOMO level   -9.55 eV
Kohn-Sham gap   10.19 eV

XYZ file:
```
29
Properties=species:S:1:pos:R:3:forces:R:3
O 1.80007 -1.20216 3.27761 0.1 0.3 -0.9
O 1.12463 1.47886 -0.52823 -0.9 -1.0 0.9
O -3.32982 0.53104 -1.24881 0.5 0.2 0.2
N 0.61150 -0.27050 0.85076 -0.5 0.1 0.9
N -1.62523 1.96971 -0.86197 1.7 0.6 1.4
N 3.79386 -1.49493 2.31756 0.9 -0.3 0.4
C -2.86865 2.14828 -2.93681 0.2 1.2 0.2
C 2.49644 -1.17973 2.26247 -1.8 -0.1 0.8
C -2.62212 1.46973 -1.59618 -1.5 -1.2 -0.7
C 0.32574 0.86189 0.19939 1.3 1.8 -1.4
C 4.46610 -1.97406 3.54119 -0.4 0.3 -0.6
C 1.87728 -0.93380 0.84475 1.2 -0.1 -0.4
C 1.72192 -2.26219 0.11359 -0.2 -0.5 1.4
C -1.06135 1.44178 0.41700 -1.0 -0.1 -1.1
H 5.25751 -2.64976 3.28416 0.3 -0.4 -0.4
H -3.14819 1.45780 -3.74422 -0.1 0.2 0.6
H 2.58404 -0.32593 0.26423 -0.3 0.2 0.2
H -1.10624 2.75455 -1.23450 0.0 -0.3 0.0
H -0.12790 -0.66567 1.41327 0.2 -0.1 0.1
H 3.78150 -2.46672 4.20073 -0.6 -0.3 0.1
H 1.15706 -2.94824 0.74991 -0.1 0.0 0.0
H -3.59204 2.98776 -2.81419 0.0 -0.9 -0.1
H 4.32463 -1.50109 1.47411 0.2 0.1 -0.4
H -1.97140 2.68403 -3.23170 0.3 -0.1 -0.3
H 1.16922 -2.17819 -0.79732 0.0 0.3 -0.7
H 2.68547 -2.71248 -0.00801 0.5 -0.4 -0.5
H 4.91092 -1.19363 4.12352 0.2 0.8 0.1
H -1.71966 0.67681 0.81518 -0.4 0.1 -0.1
H -1.01184 2.26745 1.12739 0.2 -0.1 0.0
```
Positions in Å, forces in eV/Å.

Here are the natural (NBO) charges for atoms 1 to 4, given in e: O -0.639; O -0.651; O -0.640; N -0.585



Entry 2:
Computed, not measured: the ion C4H7N2 with charge +1, with ωB97M-V/def2-TZVPD.

Properties
Total charge   +1
HOMO level   -14.85 eV
Kohn-Sham gap   9.83 eV

XYZ file:
```
13
Properties=species:S:1:pos:R:3:forces:R:3
N -0.69890 -1.27226 0.66753 0.1 5.1 -3.5
N 0.73541 0.86384 -0.60617 1.3 -1.2 0.8
C -0.75326 1.60201 -0.33960 -0.4 0.0 -0.1
C 0.14476 1.86022 -1.48336 -0.6 1.1 -1.1
C 0.45824 -2.04850 0.95565 0.9 -0.4 0.4
C -0.33235 0.26899 -0.15508 -1.4 -4.5 3.1
H 0.06815 -3.04606 1.18388 0.1 0.1 0.0
H -1.29489 -0.99848 1.44045 0.1 0.2 0.1
H -0.99671 2.30382 0.44914 0.0 0.0 0.1
H 1.05571 -1.69456 1.80066 0.0 0.0 -0.1
H -0.13711 1.48047 -2.46104 0.0 -0.1 0.2
H 1.08536 -2.13623 0.06974 -0.1 0.0 0.0
H 0.66560 2.81676 -1.52181 0.0 -0.2 0.1
```
Positions in Å, forces in eV/Å.

Here are the natural (NBO) charges for atoms 1 to 4, given in e: N -0.480; N -0.179; C 0.009; C -0.241



Entry 3:
Computed, not measured: a structure of composition C17H26CaN4O6S5Sb, with ωB97M-V/def2-TZVPD.

Properties
Total charge   -2
HOMO level (alpha / beta)   -1.31 / -2.18 eV
Expectation value of S²   0.760
2S+1   2
Kohn-Sham gap (alpha / beta)   5.51 / 6.38 eV

XYZ file:
```
60
Properties=species:S:1:pos:R:3:forces:R:3
Sb 1.72893 -0.83647 3.23948 0.0 0.0 0.0
Ca -0.24831 -0.03941 0.17407 0.2 0.0 -0.1
S 1.75754 -2.01995 1.23027 0.0 0.0 0.0
S 0.80110 -1.95384 5.02282 0.0 0.0 0.0
S 0.64184 1.19072 2.73504 0.0 0.0 0.1
S -1.54343 -3.57422 -1.09740 0.0 0.0 0.0
S 2.51585 -0.57769 -1.77921 0.0 0.0 0.0
O 1.20277 2.02513 -0.25370 0.0 0.0 0.0
O -1.61490 -1.27686 1.63111 -0.2 0.0 -0.1
O -1.69622 3.68435 -1.48609 0.0 0.0 0.0
O -1.47542 1.87318 -0.17660 0.0 0.1 0.1
O -2.63559 -3.93585 -1.96883 0.0 0.0 0.0
O -1.76034 -3.74163 0.32737 0.0 0.0 0.0
N -1.06280 -2.10853 -3.67523 0.0 0.0 0.0
N -1.02668 -2.07923 -1.29115 -0.1 0.0 0.0
N 3.15074 -6.95632 -2.49506 0.0 0.0 0.0
N -0.84230 -0.12222 -2.37359 0.0 0.0 0.0
C 2.55038 -2.32396 -2.21271 0.0 0.0 0.0
C -0.98926 -1.46701 -2.49136 0.0 0.0 0.0
C 1.04727 -5.91129 -3.11465 0.0 0.0 0.0
C -0.97026 0.61275 -3.45781 0.0 0.0 0.0
C 1.86875 -5.68937 -0.86447 0.0 0.0 0.0
C 1.07121 3.70200 -1.92037 0.0 0.0 0.0
C 0.60879 4.25844 0.47991 0.0 0.0 0.0
C -2.35034 -1.04025 2.82060 0.1 0.0 0.0
C 0.77519 -4.90618 -0.53848 0.0 0.0 0.0
C -0.04847 -5.12729 -2.79180 0.0 0.0 0.0
C 2.43277 0.08775 -3.45253 0.0 0.0 0.0
C -1.04749 2.89491 -0.78327 0.0 -0.1 -0.1
C -1.16800 0.04506 -4.71332 0.0 0.0 0.0
C 0.47290 3.20446 -0.61395 0.0 0.0 0.0
C 2.01373 -6.19972 -2.15247 0.0 0.0 0.0
C -1.15814 -1.33850 -4.75079 0.0 0.0 0.0
C -0.18185 -4.62870 -1.50497 0.0 0.0 0.0
H 3.59282 -7.39149 -1.70004 0.0 0.0 0.0
H -3.42716 -1.09648 2.63026 0.0 0.0 0.0
H 0.51788 4.56785 -2.27847 0.0 0.0 0.0
H 3.41767 -2.55373 -2.83459 0.0 0.0 0.0
H -1.28084 0.64591 -5.60366 0.0 0.0 0.0
H 1.16491 -6.29558 -4.12266 0.0 0.0 0.0
H 2.62695 -5.88868 -0.11502 0.0 0.0 0.0
H 2.12307 3.95711 -1.76858 0.0 0.0 0.0
H -2.08770 -0.04111 3.16264 0.0 0.0 0.0
H 1.31022 1.98667 0.72226 0.0 0.0 0.0
H 1.57098 -0.31021 -3.98922 0.0 0.0 0.0
H 1.66160 4.51501 0.62828 0.0 0.0 0.0
H -2.06317 -1.75031 3.59809 0.0 0.0 0.0
H -0.80190 -4.88014 -3.52721 0.0 0.0 0.0
H 2.32448 1.16846 -3.36616 0.0 0.0 0.0
H 2.61715 -2.87236 -1.27553 0.0 0.0 0.0
H -1.22656 -1.86416 -5.70091 0.0 0.0 0.0
H 2.97931 -7.63009 -3.22528 0.0 0.0 0.0
H 0.20832 3.87977 1.42204 0.0 0.0 0.0
H 0.05457 5.15278 0.19313 0.0 0.0 0.0
H 1.01301 2.91984 -2.68034 0.0 0.0 0.0
H -1.69166 -2.20429 1.33802 0.0 0.0 0.0
H 3.34484 -0.13507 -4.01045 0.0 0.0 0.0
H 1.63486 -2.61715 -2.72999 0.0 0.0 0.0
H -0.91583 1.68872 -3.31643 0.0 0.0 0.0
H 0.67570 -4.48559 0.45436 0.0 0.0 0.0
```
Positions in Å, forces in eV/Å.

Here are the natural (NBO) charges for atoms 1 to 4, given in e: Sb 1.093; Ca 1.757; S -1.018; S -0.884



Entry 4:
Computed, not measured: the molecule C9H7NO2, with ωB97M-V/def2-TZVPD.

Properties
Total charge   0
HOMO level   -8.35 eV
Kohn-Sham gap   8.43 eV

XYZ file:
```
19
Properties=species:S:1:pos:R:3:forces:R:3
O 0.35530 2.63313 -0.05833 3.7 2.7 1.0
O 3.18981 -1.19213 -0.09228 -1.2 0.2 0.6
N 0.88906 -1.43799 -0.03406 3.7 1.9 0.6
C -2.71533 -1.11271 -0.00786 0.6 -1.5 -0.8
C -0.47500 0.53029 0.05071 -1.3 -0.3 -0.2
C 1.97386 0.78407 0.07385 -1.8 1.5 -0.5
C 0.69885 1.33897 -0.02307 1.3 -0.7 1.0
C -1.44105 -1.73882 0.06720 -1.9 1.5 -0.4
C -1.78921 1.11883 0.03692 0.9 -1.7 -0.8
C 2.09256 -0.63484 0.03537 0.9 -1.9 -1.2
C -0.31198 -0.87619 0.06944 -2.7 -0.3 -0.1
C -2.86156 0.26912 -0.06240 3.2 -1.2 1.0
H 1.10024 -2.40049 0.14236 -0.4 -0.4 -0.1
H 1.19003 3.21424 0.24375 -2.7 -1.9 -1.2
H -1.99980 2.15849 -0.10144 0.5 0.5 0.3
H 2.91488 1.34591 -0.00531 -0.6 -0.2 0.2
H -3.79595 0.61787 -0.01512 -3.5 1.5 -0.3
H -1.34574 -2.82365 -0.03918 0.1 0.5 0.2
H -3.67481 -1.64670 -0.22275 1.2 -0.1 0.6
```
Positions in Å, forces in eV/Å.

Here are the natural (NBO) charges for atoms 1 to 4, given in e: O -0.653; O -0.628; N -0.575; C -0.158



Number 1: calculated total energy -703.872569 Eh, M 201.226 g mol⁻¹. Number 2: calculated total energy -265.669700 Eh, M 83.114 g mol⁻¹. Number 3: calculated total energy -4242.992156 Eh, M 704.590 g mol⁻¹. Number 4: calculated total energy -552.392477 Eh, M 161.160 g mol⁻¹.